# C20H30N2O3

The molecule C20H30N2O3 (ωB97M-V/def2-TZVPD, the Open Molecules 2025 dataset).

Structure (XYZ):
```
55
Properties=species:S:1:pos:R:3:forces:R:3:lowdin_charge:R:1
C -2.750442 -2.879087 -0.668514 -0.05 0.10 0.17 -0.100
C -3.756180 -2.422708 0.381763 -0.12 -0.11 -0.13 -0.261
C -5.116389 -2.048936 -0.208799 0.24 0.20 0.03 -0.198
C -5.050344 -0.877287 -1.194159 -0.12 -0.33 -0.03 -0.189
N -4.459630 0.299887 -0.605797 -0.26 0.02 0.28 0.076
C -3.243909 0.762992 -1.007085 -0.24 0.32 0.10 -0.527
O -2.650722 0.266965 -1.949285 0.29 -0.20 -0.29 0.046
N -2.754577 1.870838 -0.344978 0.09 0.16 -0.10 -0.045
C -3.060095 2.210124 1.027500 -0.11 -0.27 0.31 -0.153
C -2.105646 1.482168 1.979280 0.00 0.24 -0.05 -0.155
C -0.663592 1.852201 1.642061 -0.07 -0.27 0.00 -0.140
C -0.366315 1.570709 0.160435 -0.10 0.51 -0.01 -0.221
C 1.018030 2.104341 -0.164556 -0.33 -0.19 0.07 -0.323
O 1.195796 3.288360 -0.360139 -0.05 0.00 -0.03 0.104
C 2.141796 1.140161 -0.216240 0.58 -0.09 -0.12 -0.126
C 3.300547 1.538587 -0.879899 -0.14 -0.12 0.13 0.033
C 4.405287 0.710624 -0.972893 0.08 -0.16 0.02 -0.181
C 5.629928 1.153903 -1.714500 0.04 -0.06 0.03 -0.029
C 4.352176 -0.546060 -0.362254 -0.16 0.10 0.10 -0.201
O 5.438778 -1.401179 -0.454430 -0.53 0.19 -0.25 -0.122
C 6.388392 -1.232961 0.576406 0.20 0.01 0.20 -0.070
C 3.199607 -0.969914 0.306623 0.26 -0.13 -0.06 -0.183
C 3.145442 -2.324765 0.947444 0.08 0.01 0.00 -0.028
C 2.104781 -0.122850 0.367631 0.05 0.25 -0.15 0.020
C -1.414419 2.284256 -0.708179 0.31 -0.11 -0.32 -0.106
H -2.485548 -2.060335 -1.332217 0.06 0.02 -0.11 0.052
H -3.162797 -3.691382 -1.263103 -0.01 -0.13 -0.10 0.075
H -1.841373 -3.235164 -0.187931 0.11 -0.06 -0.02 0.067
H -3.350082 -1.561223 0.917881 -0.01 -0.02 0.10 0.083
H -3.907330 -3.221824 1.112398 0.02 0.07 0.06 0.103
H -5.535713 -2.910063 -0.732009 -0.10 -0.06 0.01 0.109
H -5.797221 -1.790555 0.607758 -0.09 -0.05 -0.02 0.104
H -4.432888 -1.134816 -2.055564 -0.15 0.04 0.04 0.114
H -6.061211 -0.640683 -1.545626 0.13 -0.03 -0.05 0.118
H -4.954291 0.725589 0.157392 0.13 0.08 -0.06 0.123
H -4.097423 1.982630 1.275282 0.04 0.11 -0.02 0.108
H -2.925170 3.291941 1.134796 -0.10 -0.05 0.03 0.130
H -2.330986 1.753259 3.012089 -0.02 -0.04 0.04 0.114
H -2.244427 0.403514 1.869328 -0.07 -0.04 0.04 0.106
H 0.028424 1.294039 2.276856 0.03 0.06 0.05 0.117
H -0.506799 2.917192 1.830453 0.06 0.03 0.01 0.128
H -0.431780 0.499940 -0.042915 0.02 0.02 0.00 0.140
H 3.318134 2.517723 -1.335355 0.01 0.09 -0.05 0.127
H 6.248541 1.790094 -1.080408 0.09 0.03 -0.02 0.087
H 6.217675 0.292906 -2.023132 0.08 0.04 -0.05 0.081
H 5.350001 1.729791 -2.593203 0.03 0.05 -0.06 0.083
H 6.798400 -0.217709 0.584101 -0.02 -0.03 -0.01 0.091
H 7.186507 -1.944947 0.372938 0.02 0.04 0.07 0.095
H 5.952944 -1.444432 1.559177 0.01 0.00 -0.04 0.093
H 3.347380 -2.247803 2.016670 0.02 -0.08 0.06 0.087
H 2.158854 -2.764894 0.822431 -0.06 -0.06 0.02 0.080
H 3.887206 -2.981894 0.501091 -0.01 -0.09 0.05 0.081
H 1.228278 -0.461208 0.898556 -0.16 -0.05 0.03 0.116
H -1.257786 2.034177 -1.757990 0.01 0.14 0.13 0.134
H -1.327801 3.365768 -0.577177 0.01 -0.08 0.00 0.134
```
Positions in Å, forces in eV/Å.

Computed properties:
frontier orbital gap = 0.343 Eh
E = -1115.366954 a.u.
largest force on an atom = 0.01205 hartree/bohr
SMILES string = CCCCNC(=O)N1CCC[C@H](C(=O)c2cc(C)c(OC)c(C)c2)C1
relative energy (zero: lowest compared OMol25 entry of this formula, charge and spin) = 57.8 kJ/mol
highest occupied orbital energy = -8.79 eV
LUMO level = 0.5360 eV